The following is a quantum chemistry calculation of one molecule with the formula C21H29N3O2, from the OMol25 dataset.

Last column: Mulliken charge in e.
CARTESIAN COORDINATES (ANGSTROEM)
O  -1.360  -1.022  2.986  -0.664
O  1.589  6.102  0.486  -0.382
N  -2.897  -0.588  1.371  0.217
N  1.493  3.263  0.638  0.074
N  -0.618  -0.570  0.876  0.819
C  -0.725  -1.123  -0.457  -0.973
C  0.422  -4.645  0.428  -1.168
C  0.834  -5.141  -0.775  -0.767
C  -3.963  -0.945  2.281  -1.047
C  0.484  -2.820  -4.256  -0.837
C  -0.177  -2.532  -0.584  1.075
C  0.734  -0.402  1.391  -1.327
C  0.586  4.093  1.413  -0.326
C  0.094  -2.294  -3.055  -0.678
C  -3.257  0.421  0.403  -0.911
C  1.131  -4.865  -3.195  -0.792
C  0.733  -4.356  -1.942  0.983
C  1.021  1.073  1.680  -0.866
C  2.451  5.297  -0.283  -0.650
C  -0.084  -3.341  0.519  -0.209
C  1.013  -4.116  -4.330  -0.537
C  1.248  5.444  1.683  -0.773
C  0.212  -3.035  -1.857  0.240
C  1.814  3.945  -0.604  -0.530
C  -1.606  -0.745  1.827  0.185
C  0.981  1.923  0.412  -0.462
H  0.565  6.109  2.215  0.369
H  -0.402  -2.979  1.484  0.394
H  2.010  1.165  2.129  0.338
H  -3.882  1.184  0.881  0.392
H  0.912  4.109  -1.222  0.329
H  0.283  1.424  2.402  0.317
H  -0.321  -1.299  -3.031  0.442
H  0.383  -2.235  -5.159  0.389
H  -2.367  0.907  0.011  0.184
H  0.373  3.605  2.363  0.364
H  -0.048  1.949  0.008  0.112
H  2.151  5.283  2.290  0.373
H  -4.791  -1.367  1.710  0.343
H  0.841  -0.969  2.321  0.405
H  1.443  -0.794  0.659  0.565
H  -0.184  -0.453  -1.134  0.136
H  -4.322  -0.078  2.845  0.328
H  -3.829  -0.015  -0.422  0.295
H  0.485  -5.247  1.323  0.413
H  -3.586  -1.683  2.984  0.337
H  3.390  5.128  0.264  0.355
H  1.233  -6.141  -0.855  0.392
H  1.318  -4.513  -5.287  0.392
H  -1.773  -1.146  -0.760  0.605
H  1.625  1.455  -0.339  0.367
H  2.522  3.338  -1.171  0.356
H  2.657  5.854  -1.199  0.361
H  -0.366  4.256  0.873  0.269
H  1.528  -5.869  -3.238  0.384

Kohn-Sham gap: 8.8 eV
Charge: 0
ΔE to the lowest compared entry with this formula, charge and spin: 52.46 kcal per mole
SMILES string: CN(C)C(=O)N(CCCN1CCOCC1)Cc1cccc2ccccc12
Energy: -1132.3649 a.u.
LUMO energy: 0.50 eV



The following is a quantum chemistry calculation of an isolated ion of composition C41H39N4S and charge +1 at a distorted geometry, from the OMol25 dataset.

Last column: Mulliken charge in e.
CARTESIAN COORDINATES (ANGSTROEM)
S  3.161  2.048  2.743  0.040
N  0.204  0.664  7.754  0.300
N  2.295  -0.344  3.116  0.349
N  0.616  1.286  3.517  1.307
N  4.630  6.084  3.893  0.052
C  0.143  -1.024  4.036  -0.313
C  2.314  3.707  5.562  -0.375
C  5.639  0.768  2.261  -0.617
C  -1.129  1.065  7.664  -0.380
C  0.755  -0.037  8.896  -1.022
C  -4.217  -3.122  3.143  -0.512
C  -3.792  1.850  3.111  -0.196
C  0.892  1.113  6.639  -1.084
C  -2.529  2.357  6.156  0.478
C  -4.064  -2.522  4.396  -0.861
C  4.337  -1.711  2.674  -0.756
C  -0.356  0.175  3.254  -1.367
C  0.000  1.772  5.800  0.157
C  -1.821  2.359  1.793  -0.040
C  3.477  5.409  4.215  0.916
C  5.723  -1.658  2.460  -0.689
C  -4.492  2.875  2.484  -0.883
C  4.704  6.895  2.687  -1.003
C  1.322  4.491  3.542  -0.407
C  -2.454  1.594  2.784  0.113
C  6.366  -0.431  2.238  -0.622
C  3.643  -0.507  2.737  -0.043
C  -1.284  1.818  6.477  0.864
C  -2.538  3.375  1.144  -0.843
C  -3.461  1.249  8.113  -0.885
C  3.378  4.595  5.375  -0.946
C  -2.677  -0.816  3.391  -1.046
C  -2.805  -1.433  2.146  -0.220
C  4.273  0.718  2.539  0.897
C  -3.303  -1.359  4.518  0.637
C  -3.621  2.019  6.955  -0.850
C  -3.591  -2.581  2.017  -0.926
C  1.441  -1.502  3.446  -1.187
C  -3.865  3.637  1.494  -0.638
C  -2.202  0.778  8.494  -1.079
C  1.377  3.489  4.536  -2.355
C  5.909  5.762  4.503  -0.957
C  0.303  2.352  4.476  1.744
C  -1.816  0.451  3.548  2.142
C  2.333  5.427  3.368  -0.218
C  1.896  0.947  3.170  0.057
H  -0.617  2.814  4.116  0.172
H  6.630  6.468  4.080  0.324
H  6.295  -2.583  2.462  0.395
H  0.428  4.562  2.922  0.399
H  -2.038  3.961  0.368  0.447
H  1.510  -0.776  8.591  0.345
H  6.101  1.734  2.071  0.425
H  1.980  1.048  6.535  0.599
H  0.259  -0.726  5.087  -0.013
H  4.379  6.325  1.804  0.361
H  -0.576  -1.848  4.020  0.655
H  5.739  7.230  2.545  0.282
H  2.314  6.082  2.497  0.424
H  -2.303  -1.001  1.280  0.348
H  6.239  4.729  4.288  0.313
H  -3.702  -3.049  1.037  0.422
H  -4.602  2.386  6.668  0.446
H  -4.335  1.026  8.715  0.412
H  -2.051  0.239  9.422  0.339
H  5.903  5.890  5.592  0.317
H  1.271  -2.101  2.534  0.475
H  -4.818  -4.026  3.047  0.400
H  -1.879  0.693  4.613  -1.143
H  3.798  -2.656  2.793  0.432
H  -3.178  -0.870  5.487  0.241
H  4.049  7.768  2.798  0.310
H  -0.071  -0.527  9.420  0.323
H  -4.417  4.424  0.980  0.403
H  -0.779  2.176  1.508  0.378
H  -4.522  -2.955  5.287  0.453
H  -4.295  1.225  3.851  0.466
H  -5.520  3.074  2.777  0.439
H  1.942  -2.163  4.164  0.590
H  1.220  0.652  9.618  0.328
H  7.437  -0.409  2.038  0.397
H  4.180  4.627  6.116  0.269
H  2.199  3.250  6.546  0.675
H  -0.281  -0.055  2.179  0.769
H  -2.605  3.026  5.299  0.650

Kohn-Sham gap: 7.5 eV
Charge: +1
ΔE to the lowest compared entry with this formula, charge and spin: 0.00 kcal per mole
Energy: -2202.7848 a.u.
LUMO energy: -2.47 eV



The following is a quantum chemistry calculation of a 2-piece molecular cluster, C3H2O2 overall at a distorted geometry, from the OMol25 dataset.

Last column: Mulliken charge in e.
CARTESIAN COORDINATES (ANGSTROEM)
O  2.956  0.653  0.071  -0.156
O  -0.539  -1.200  0.388  -0.158
C  1.840  0.450  0.111  0.186
C  0.045  -0.643  -0.615  -0.064
C  -1.148  0.011  -0.049  -0.269
H  -1.052  0.842  0.635  0.222
H  -2.103  -0.113  -0.540  0.239

Kohn-Sham gap: 9.9 eV
Charge: 0
ΔE to the lowest compared entry with this formula, charge and spin: 67.60 kcal per mole
Energy: -265.8435 a.u.
LUMO energy: 0.43 eV



The following is a quantum chemistry calculation of an isolated ion of composition C25H36N3O5S and charge +1 at a distorted geometry, from the OMol25 dataset.

Last column: Mulliken charge in e.
CARTESIAN COORDINATES (ANGSTROEM)
S  -4.121  -1.609  -2.954  1.339
O  -0.709  -2.488  -3.645  -0.059
O  -4.776  -2.857  -3.108  -0.634
O  -4.848  -0.391  -2.986  -0.654
O  -1.630  0.569  -5.377  -0.330
O  1.530  -2.359  0.255  -0.680
N  0.758  -0.793  1.702  0.105
N  1.951  2.052  3.608  0.058
N  -3.046  -1.479  -4.549  -0.036
C  -1.182  -0.381  -0.556  -0.567
C  2.869  0.443  1.933  -0.763
C  2.689  2.930  5.753  0.255
C  -1.097  -2.936  -4.927  -0.752
C  1.893  4.034  8.179  -0.385
C  -1.268  -2.793  -0.412  -0.602
C  -2.617  -2.808  -5.017  -0.631
C  3.114  2.350  4.430  -0.620
C  2.240  1.816  2.211  -1.079
C  -2.368  -2.814  -1.248  -0.615
C  -2.570  0.121  -6.331  -0.647
C  -0.666  -1.582  -0.075  0.704
C  3.184  2.430  6.949  -0.327
C  -0.585  1.344  -5.927  -0.856
C  1.098  1.015  4.150  -1.004
C  1.389  4.534  6.989  -0.603
C  2.791  2.982  8.157  -0.631
C  1.642  -0.410  3.952  -0.901
C  -2.831  -1.611  -1.746  0.364
C  1.979  -0.678  2.485  -0.494
C  -2.268  -0.393  -1.413  -0.711
C  0.674  -2.664  -3.390  -0.710
C  -3.670  -0.598  -5.546  -0.651
C  0.652  -1.622  0.658  0.061
C  1.787  3.987  5.784  -0.215
H  0.069  1.607  -5.099  0.279
H  -4.329  -1.168  -6.201  0.376
H  0.960  1.210  5.215  0.451
H  -3.098  -3.553  -4.379  0.389
H  -2.680  0.517  -1.820  0.529
H  1.399  4.369  4.852  0.391
H  2.498  -1.637  2.375  0.463
H  3.705  3.098  3.892  0.431
H  0.911  -1.137  4.310  0.418
H  -2.085  -0.555  -7.052  0.354
H  -0.846  -3.711  -0.033  0.483
H  1.586  4.464  9.121  0.386
H  -0.023  0.775  -6.675  0.341
H  0.847  -2.358  -2.362  0.090
H  2.550  -0.533  4.542  0.426
H  -2.855  -3.735  -1.525  0.538
H  -0.805  -3.983  -5.082  0.525
H  1.275  -2.050  -4.067  0.292
H  -2.949  -2.975  -6.043  0.384
H  3.845  0.384  2.414  0.356
H  3.759  1.475  4.602  0.311
H  -0.022  -0.218  1.978  0.305
H  3.187  2.588  9.081  0.387
H  -4.266  0.136  -4.998  0.395
H  0.689  5.356  7.003  0.384
H  -0.605  -2.327  -5.700  0.332
H  -0.712  0.555  -0.298  0.505
H  -0.974  2.255  -6.390  0.313
H  -2.199  -0.973  -4.237  0.471
H  1.295  1.904  1.661  0.412
H  3.886  1.608  6.938  0.342
H  2.904  2.606  1.855  0.465
H  -2.999  0.963  -6.888  0.533
H  3.013  0.302  0.861  0.542
H  0.117  1.114  3.669  0.357
H  0.961  -3.712  -3.507  0.314

Kohn-Sham gap: 6.8 eV
Charge: +1
ΔE to the lowest compared entry with this formula, charge and spin: 46.85 kcal per mole
SMILES string: COCC[NH+](CCOC)S(=O)(=O)c1ccc(C(=O)NC2CCN(Cc3ccccc3)CC2)cc1
Energy: -1912.6215 a.u.
LUMO energy: -3.41 eV